{
  "formula": "C47H121N7O15",
  "method": "ωB97M-V with the def2-TZVPD basis set",
  "symbols": ["C", "O", "C", "C", "C", "N", "H", "H", "H", "H", "H", "H", "H", "H", "H", "H", "H", "C", "O", "C", "C", "C", "N", "H", "H", "H", "H", "H", "H", "H", "H", "H", "H", "H", "C", "O", "C", "C", "N", "C", "C", "O", "C", "H", "H", "H", "H", "H", "H", "H", "H", "H", "H", "H", "H", "H", "H", "H", "C", "O", "C", "C", "N", "C", "C", "O", "C", "H", "H", "H", "H", "H", "H", "H", "H", "H", "H", "H", "H", "H", "H", "H", "C", "O", "C", "C", "N", "C", "C", "O", "C", "H", "H", "H", "H", "H", "H", "H", "H", "H", "H", "H", "H", "H", "H", "H", "C", "O", "C", "C", "N", "C", "C", "O", "C", "H", "H", "H", "H", "H", "H", "H", "H", "H", "H", "H", "H", "H", "H", "H", "C", "O", "C", "C", "N", "C", "C", "O", "C", "H", "H", "H", "H", "H", "H", "H", "H", "H", "H", "H", "H", "H", "H", "H", "C", "C", "C", "O", "H", "H", "H", "H", "H", "H", "H", "H", "C", "C", "C", "O", "H", "H", "H", "H", "H", "H", "H", "H", "C", "C", "C", "O", "H", "H", "H", "H", "H", "H", "H", "H"],
  "coordinates": [[-8.12650, -2.34371, 6.13384], [-6.99036, -2.45317, 5.29620], [-6.09321, -1.36946, 5.39331], [-4.93075, -1.53486, 4.41887], [-4.08607, -0.24133, 4.29618], [-5.26504, -1.71964, 2.98197], [-7.76973, -2.25948, 7.16035], [-8.89268, -3.11892, 6.14469], [-8.55172, -1.38454, 5.83839], [-6.53405, -0.39875, 5.16640], [-5.74922, -1.11551, 6.39595], [-4.32363, -2.37496, 4.75614], [-4.72941, 0.58180, 3.98527], [-3.30519, -0.36174, 3.54529], [-3.59750, 0.03144, 5.23160], [-5.90648, -2.48121, 2.81267], [-5.87002, -1.04417, 2.53717], [-3.89825, 5.19992, 0.76112], [-2.72442, 5.87239, 1.32831], [-2.91191, 7.23641, 1.90886], [-3.12416, 8.49724, 0.97484], [-4.55616, 8.52149, 0.30783], [-2.21918, 8.35023, -0.14183], [-4.28082, 5.54763, -0.19848], [-4.78613, 5.37711, 1.36807], [-3.77159, 4.11765, 0.73383], [-3.78077, 7.26066, 2.56659], [-1.99561, 7.43123, 2.46611], [-2.96327, 9.50803, 1.34970], [-4.71506, 7.56954, -0.19877], [-4.68330, 9.29763, -0.44686], [-5.33969, 8.78401, 1.01865], [-1.29728, 8.24756, 0.25774], [-2.23461, 7.36283, -0.35374], [-1.75822, 5.29330, -5.63040], [-1.24681, 3.98194, -5.90543], [-1.05601, 3.33607, -4.68137], [-0.43910, 1.95550, -5.00113], [-0.20385, 0.98938, -3.91983], [-1.37226, 0.72533, -3.13776], [-1.17591, -0.50863, -2.24033], [0.03580, -0.47952, -1.46593], [-0.03433, -1.53556, -0.54269], [-2.80234, 5.33157, -5.31986], [-1.85671, 5.81725, -6.58112], [-1.17293, 5.85428, -4.90181], [-2.08044, 3.33689, -4.30901], [-0.30639, 3.82982, -4.06302], [0.43467, 1.97573, -5.65246], [-1.20437, 1.48797, -5.62069], [0.41034, 1.45090, -3.26418], [-2.20779, 0.48625, -3.79566], [-1.71977, 1.58876, -2.57045], [-1.03446, -1.34219, -2.92827], [-2.09525, -0.70308, -1.68797], [-0.71775, -1.32932, 0.28103], [0.91975, -1.72309, -0.05008], [-0.34074, -2.42812, -1.08817], [5.03454, -13.38885, -4.51369], [4.41149, -12.71721, -3.40158], [5.10080, -11.55689, -2.98010], [4.16923, -10.60995, -2.24001], [3.46617, -9.58381, -3.06816], [2.49961, -10.15701, -3.90705], [1.79339, -9.20781, -4.85347], [0.51061, -8.81231, -4.27878], [-0.17827, -7.85898, -5.16962], [5.06628, -12.90193, -5.48836], [4.46700, -14.28324, -4.77076], [5.97181, -13.87837, -4.24909], [5.45942, -10.96262, -3.82053], [5.99546, -11.80087, -2.40726], [4.81926, -10.12281, -1.51320], [3.39547, -11.21049, -1.76172], [3.98124, -8.75868, -3.34011], [1.80533, -10.64339, -3.22185], [2.92423, -10.96407, -4.50409], [1.86091, -9.64673, -5.84890], [2.32485, -8.26258, -4.74296], [0.13845, -7.97571, -6.20604], [0.05252, -6.81440, -4.96059], [-1.26521, -7.86693, -5.08841], [1.91020, 8.60891, -1.56746], [1.59177, 9.16322, -0.24264], [2.14229, 10.41704, 0.05870], [1.68969, 11.66643, -0.79841], [0.35079, 12.13788, -0.50760], [0.00157, 13.24319, -1.42108], [-1.38462, 13.87840, -1.19616], [-2.03106, 14.41891, -2.34337], [-3.38246, 14.74106, -2.18614], [1.57902, 9.20921, -2.41483], [1.22847, 7.77537, -1.73653], [2.94821, 8.33149, -1.75095], [3.22378, 10.41139, -0.07720], [2.04926, 10.66631, 1.11574], [1.81670, 11.42964, -1.85477], [2.42800, 12.43639, -0.57440], [-0.19671, 11.30166, -0.65276], [0.08062, 12.93751, -2.46436], [0.63147, 14.11839, -1.26185], [-1.37206, 14.56170, -0.34703], [-1.98765, 13.07577, -0.77159], [-3.97061, 13.83924, -2.01608], [-3.86767, 15.19507, -3.05016], [-3.35041, 15.43728, -1.34810], [2.51956, -6.37760, 4.90802], [2.23554, -7.65147, 4.41231], [3.42836, -8.30628, 4.04017], [3.12156, -9.73958, 3.53659], [4.37225, -10.58488, 3.23723], [5.19106, -10.88868, 4.34451], [6.38360, -11.69386, 3.84170], [6.96267, -11.21544, 2.61742], [7.98750, -12.02279, 2.19009], [1.62393, -5.86828, 5.26371], [3.05331, -5.65988, 4.28507], [3.23643, -6.47417, 5.72342], [4.03176, -8.31326, 4.94788], [4.05371, -7.80893, 3.29877], [2.55003, -9.48178, 2.64497], [2.43503, -10.24572, 4.21528], [4.19143, -11.31603, 2.56432], [4.75256, -11.56663, 5.07677], [5.51769, -9.97771, 4.84607], [6.06398, -12.73337, 3.76843], [7.16197, -11.77018, 4.60092], [8.87983, -11.99124, 2.81526], [8.17495, -11.78125, 1.14386], [7.74067, -13.07866, 2.07912], [9.87889, -0.87157, 9.88609], [9.82177, -0.55824, 8.52548], [9.11524, 0.66172, 8.35732], [7.61411, 0.62471, 8.89584], [6.76269, -0.22777, 8.05013], [6.37135, 0.25352, 6.71107], [7.02731, -0.55293, 5.55116], [6.01608, -1.39275, 4.86695], [6.60394, -2.26491, 3.99479], [10.52307, -0.15306, 10.39292], [10.36730, -1.84309, 9.81057], [9.00939, -1.19201, 10.46002], [9.07327, 0.87321, 7.28886], [9.73937, 1.48063, 8.71502], [7.26129, 1.65384, 8.82863], [7.56000, 0.39219, 9.95937], [6.87176, -1.23186, 8.04934], [6.66148, 1.29026, 6.54049], [5.28432, 0.19040, 6.66138], [7.71892, -1.27770, 5.98066], [7.68326, -0.03056, 4.85477], [7.28041, -1.72132, 3.33522], [5.88205, -2.57599, 3.23968], [7.15522, -3.08716, 4.45096], [-7.65394, 2.62700, -5.90786], [-7.89438, 1.10643, -5.55081], [-6.53372, 0.40243, -5.50318], [-8.49914, 1.02644, -4.33163], [-6.74055, 2.61957, -6.50263], [-7.47403, 3.18495, -4.98894], [-8.45657, 3.00697, -6.53994], [-8.56974, 0.80574, -6.35179], [-6.01398, 0.92619, -4.70089], [-5.90750, 0.54083, -6.38453], [-6.73990, -0.64712, -5.29329], [-9.05422, 0.24358, -4.35652], [-2.85817, -7.10293, -0.17420], [-3.63544, -8.42290, -0.06539], [-5.16917, -8.25004, -0.14336], [-3.43130, -9.07764, -1.29899], [-2.95673, -6.50385, 0.73106], [-3.32561, -6.57773, -1.00713], [-1.79212, -7.27250, -0.32554], [-3.16286, -9.00955, 0.72239], [-5.55283, -9.26986, -0.17283], [-5.43318, -7.84291, -1.11940], [-5.70707, -7.54140, 0.48639], [-2.53882, -8.89545, -1.60207], [-6.34480, 13.05943, -6.52568], [-5.11134, 12.28022, -7.05622], [-3.80519, 12.79306, -6.60898], [-5.17153, 10.98805, -6.52057], [-6.28207, 14.10307, -6.83389], [-6.37520, 13.10484, -5.43705], [-7.22587, 12.59143, -6.96477], [-5.18803, 12.17360, -8.13827], [-3.10668, 12.37230, -7.33227], [-3.60301, 12.62311, -5.55145], [-3.68412, 13.85671, -6.81409], [-4.85760, 11.08549, -5.61860]],
  "smiles": "COC[C@H](C)N.COC[C@H](C)N.COCCNCCOC.COCCNCCOC.COCCNCCOC.COCCNCCOC.COCCNCCOC.CC(C)O.CC(C)O.CC(C)O",
  "orbital_gap_ev": 8.4871,
  "e_homo_ev": -8.141,
  "largest_force_ha_per_bohr": 0.0759
}